[1]
A cluster of 2 separate species, C2H6O2S in total at a distorted geometry. Source: the OMol25 dataset; level of theory: wB97M-V/def2-TZVPD.

Cartesian coordinates (Å):
S 0.75210 -0.46904 -0.34405
O 0.62198 -1.88124 -0.62625
O 2.02453 0.15395 -0.39880
C -0.27768 0.50889 -1.50336
C -0.36043 -0.06281 1.91046
H 0.36314 -0.50736 2.55640
H 0.26527 1.45844 -1.50071
H -1.33669 0.45573 -1.14888
H -0.37023 1.07765 1.86714
H -1.26071 -0.58835 1.57313
H -0.42130 -0.14588 -2.38508

The energy above the lowest of the compared OMol25 structures with the same formula, charge and spin comes out at 3.137 eV. Its molar mass is 94.13 Da. For the LUMO energy (alpha / beta), the calculation gives -0.021 / -0.021 Eh. The calculation puts the HOMO-LUMO gap (alpha / beta) at 8.56 / 8.56 eV.

---

[2]
A structure of composition C2H6O2S at a distorted geometry. Source: the OMol25 dataset; level of theory: wB97M-V/def2-TZVPD.

Cartesian coordinates (Å):
S 1.33234 0.10662 0.60558
O -2.11347 0.67491 -0.22752
O 2.08430 1.03650 -0.24776
C 0.90993 -1.48066 -0.33379
C -0.87787 1.04396 0.40069
H 0.14360 -2.11763 0.01437
H 0.63456 -1.00375 -1.34802
H -2.53441 0.23321 0.54196
H -0.98351 1.57033 1.40122
H 1.83781 -1.85591 -0.56827
H -0.43327 1.79243 -0.23845

The energy above the lowest of the compared OMol25 structures with the same formula, charge and spin comes out at 3.492 eV. Its molar mass is 94.13 Da. For the LUMO energy (alpha / beta), the calculation gives -0.001 / -0.001 Eh. The calculation puts the HOMO-LUMO gap (alpha / beta) at 8.43 / 8.43 eV.

---

[3]
A cluster of 2 separate species, C2H6O2Se in total at a distorted geometry. Source: the OMol25 dataset; level of theory: wB97M-V/def2-TZVPD.

Cartesian coordinates (Å):
Se 1.00134 1.01619 0.23492
O 1.72664 -1.81123 0.09322
O -2.62690 1.19364 0.00719
C -2.73777 2.38395 -0.01721
C 2.10148 -0.58135 -0.34924
H -0.31573 0.13487 0.34558
H 3.15360 -0.50340 0.21952
H -3.47925 3.06948 -0.45195
H 2.29925 -0.33263 -1.49867
H 0.75073 -1.87336 -0.01822
H -2.23476 2.99185 0.70769

The energy above the lowest of the compared OMol25 structures with the same formula, charge and spin comes out at 1.161 eV. Its molar mass is 141.03 Da. For the LUMO energy, the calculation gives 0.019 Eh. The SMILES is OC[SeH].C=O. The calculation puts the HOMO-LUMO gap at 9.22 eV.

---

[4]
A cluster of 2 separate species, C2H6O2Si in total at a distorted geometry. Source: the OMol25 dataset; level of theory: wB97M-V/def2-TZVPD.

Cartesian coordinates (Å):
Si 0.86700 -0.54650 0.24822
O -2.90710 0.63144 -1.15034
O 1.28727 0.46749 -0.97984
C -0.27195 -1.35828 1.27295
C 2.38284 0.60081 0.02908
H 3.30920 0.26078 -0.20794
H -1.17894 -1.49211 0.63078
H 2.32051 1.54001 0.44790
H -2.19313 0.91793 -0.52165
H -0.16088 -2.36361 1.60931
H -3.45483 1.34204 -1.37849

The energy above the lowest of the compared OMol25 structures with the same formula, charge and spin comes out at 4.856 eV. Its molar mass is 90.15 Da. For the LUMO energy, the calculation gives -0.003 Eh. The SMILES is C=[Si]1CO1.O. The calculation puts the HOMO-LUMO gap at 9.02 eV.

---

[5]
A cluster of 2 separate species, C2H6O3 in total at a distorted geometry. Source: the OMol25 dataset; level of theory: wB97M-V/def2-TZVPD.

Cartesian coordinates (Å):
O 1.25518 0.42256 -0.63249
O 3.38067 2.15642 0.37702
O 2.03512 1.40562 2.02379
C 2.99035 2.06316 1.67550
C 3.88794 2.86619 2.56875
H 4.92697 2.50330 2.49570
H 3.86576 3.93028 2.27920
H 2.73326 1.59752 -0.13338
H 3.55815 2.78009 3.61777
H 0.55941 -0.15394 -1.02211
H 1.06281 0.42591 0.33251

The energy above the lowest of the compared OMol25 structures with the same formula, charge and spin comes out at 0.000 eV. Its molar mass is 78.07 Da. For the LUMO energy, the calculation gives 0.027 Eh. The SMILES is CC(=O)O.O. The calculation puts the HOMO-LUMO gap at 11.45 eV.

---

[6]
The molecule C2H6O3 at a distorted geometry. Source: the OMol25 dataset; level of theory: wB97M-V/def2-TZVPD.

Cartesian coordinates (Å):
O 0.37800 -1.53787 -0.31481
O -0.19608 0.01641 1.47938
O 1.44844 0.59206 -0.02091
C -0.81857 0.65983 -0.72582
C 0.22559 0.05602 0.18548
H 2.13288 0.03685 0.36966
H -0.85573 1.73290 -0.56537
H -0.49122 -1.92522 -0.20409
H -0.53598 0.45727 -1.75532
H 0.50272 -0.31495 2.06231
H -1.79006 0.22670 -0.51052

The energy above the lowest of the compared OMol25 structures with the same formula, charge and spin comes out at 1.118 eV. Its molar mass is 78.07 Da. For the LUMO energy, the calculation gives 0.021 Eh. The SMILES is CC(O)(O)O. The calculation puts the HOMO-LUMO gap at 11.04 eV.

---

[7]
A cluster of 2 separate species, C2H6O3PS in total at a distorted geometry. Source: the OMol25 dataset; level of theory: wB97M-V/def2-TZVPD.

Cartesian coordinates (Å):
S -1.07718 -2.22198 -2.25853
P 0.51753 -0.78848 0.55589
O 0.44314 -1.02485 1.98397
O 1.73519 -1.11146 -0.29949
O -1.30039 -2.33538 -0.70494
C -0.42091 0.67233 0.01923
C 0.17593 1.79870 0.84467
H 0.21371 1.52234 1.89840
H -1.51041 0.64319 -0.04067
H 0.37013 -2.67185 -2.25279
H 1.24301 2.01253 0.45043
H -0.29161 2.84430 0.74119
H -0.09815 0.66061 -0.93736

The energy above the lowest of the compared OMol25 structures with the same formula, charge and spin comes out at 2.574 eV. Its molar mass is 141.11 Da. The net charge is -1. For the LUMO energy, the calculation gives 0.134 Eh. The calculation puts the HOMO-LUMO gap at 6.40 eV.

---

[8]
A cluster of 2 separate species, C2H6O4 in total at a distorted geometry. Source: the OMol25 dataset; level of theory: wB97M-V/def2-TZVPD.

Cartesian coordinates (Å):
O 0.24815 -0.23751 -1.42482
O 0.62623 -0.08072 1.23290
O -0.21418 1.66503 -0.43144
O -0.63238 1.43096 -2.64066
C 0.21057 -1.48474 1.26899
C -0.25806 0.89816 -1.44971
H -0.88267 2.34909 -2.47118
H 0.60091 -1.92518 2.18313
H -0.87467 -1.55072 1.21495
H 0.65384 -1.93324 0.38669
H 0.37251 0.40058 0.25488
H 0.14976 0.46830 1.87629

The energy above the lowest of the compared OMol25 structures with the same formula, charge and spin comes out at 1.020 eV. Its molar mass is 94.07 Da. For the LUMO energy, the calculation gives 0.008 Eh. The calculation puts the HOMO-LUMO gap at 9.74 eV.

---

[9]
A cluster of 2 separate species, C2H6O4P in total at a distorted geometry. Source: the OMol25 dataset; level of theory: wB97M-V/def2-TZVPD.

Cartesian coordinates (Å):
P 1.99248 -0.39453 -0.00240
O 1.88671 -0.73376 -1.49977
O -0.91615 -2.00462 -0.28640
O 1.55620 1.16266 0.32624
O 3.26463 -0.76580 0.71116
C -0.28673 -1.50408 0.80274
C 0.52807 1.64982 -0.48675
H -0.10543 0.84551 -0.59931
H 0.95741 1.67040 -1.60450
H 0.09450 2.58357 0.00618
H -0.80272 -0.74900 1.41811
H 0.20397 -2.33030 1.30436
H -0.49424 -1.84526 -1.12653

The energy above the lowest of the compared OMol25 structures with the same formula, charge and spin comes out at 2.867 eV. Its molar mass is 125.04 Da. The net charge is -1. For the LUMO energy (alpha / beta), the calculation gives 0.144 / 0.144 Eh. The calculation puts the HOMO-LUMO gap (alpha / beta) at 7.41 / 7.41 eV.

---

[10]
A cluster of 2 separate species, C2H6O5 in total at a distorted geometry. Source: the OMol25 dataset; level of theory: wB97M-V/def2-TZVPD.

Cartesian coordinates (Å):
O 1.73771 1.03339 -0.24819
O -1.44699 -1.20375 0.74178
O -1.35913 1.03895 0.94360
O -1.68744 -0.01556 -1.21850
O 1.58561 -1.28250 0.40808
C 1.41592 -0.26265 -0.45247
C -1.23683 0.00950 0.03723
H -2.61340 0.25576 -1.46808
H 1.28726 1.37432 0.56213
H 1.33698 -1.04234 1.29735
H -2.33319 1.12563 1.35248
H -1.76335 -1.96732 0.16938
H 1.50589 -0.65080 -1.43008

The energy above the lowest of the compared OMol25 structures with the same formula, charge and spin comes out at 4.018 eV. Its molar mass is 110.06 Da. For the LUMO energy (alpha / beta), the calculation gives 0.001 / 0.021 Eh. The calculation puts the HOMO-LUMO gap (alpha / beta) at 6.54 / 7.80 eV.